A single C5H9N molecule at a distorted geometry, computed with ωB97M-V with the def2-TZVPD basis set.

Summary:
Spin multiplicity = 1
SMILES = C1C[C@H]2N[C@@H]2C1
Kohn-Sham gap = 9.871 eV
E = -250.501783 Eh
Molecular weight = 83.13 Da

Each line ends with the Löwdin charge.
Atoms and positions in Å:
1 C 0.970 0.592 -0.674  -0.190
2 C 0.944 0.393 0.928  -0.122
3 C -0.275 -0.586 0.966  -0.310
4 C -1.204 0.015 -0.014  -0.293
5 C -0.299 -0.080 -1.252  -0.191
6 H 1.028 1.737 -0.954  0.134
7 H 1.782 -0.043 -1.169  0.113
8 H 1.912 0.006 1.219  0.077
9 H 0.908 1.387 1.471  0.113
10 H 0.098 -1.465 0.522  0.110
11 H -1.840 -1.693 1.265  0.104
12 H -1.599 1.056 0.194  0.157
13 H -0.598 0.526 -2.129  0.100
14 H -0.126 -1.165 -1.534  0.123
15 N -1.699 -0.681 1.162  0.075


A molecular structure, C10H11NPbS at a distorted geometry, computed with ωB97M-V with the def2-TZVPD basis set.

Summary:
Spin multiplicity = 1
Kohn-Sham gap (spin up / spin down) = 7.132 / 5.566 eV
E = -1033.249441 Eh
Molecular weight = 384.47 Da

Each line ends with the Löwdin charge.
Atoms and positions in Å:
1 Pb 1.056 -2.160 -0.668  0.922
2 C -1.471 -0.254 -2.824  -0.131
3 H -0.662 -0.177 -3.590  0.045
4 H -2.088 -1.188 -2.759  0.042
5 H -1.467 0.461 -1.970  0.043
6 H -2.319 0.336 -3.384  -0.144
7 H -2.829 0.711 -4.074  0.111
8 S 2.187 2.033 0.797  1.007
9 C 3.174 1.892 -0.597  -0.404
10 C 2.941 0.681 -1.260  -0.209
11 C 1.918 -0.084 -0.633  -0.466
12 C 1.420 0.520 0.498  -0.599
13 C 0.394 0.010 1.351  -0.324
14 C -0.070 0.580 2.530  -0.029
15 C -1.132 0.003 3.199  -0.058
16 C -1.734 -1.148 2.679  -0.071
17 C -1.234 -1.728 1.525  -0.142
18 N -0.154 -1.175 0.926  -0.163
19 H 3.887 2.662 -0.869  0.062
20 H 3.453 0.359 -2.152  0.088
21 H 0.441 1.467 2.898  0.101
22 H -1.485 0.438 4.129  0.110
23 H -2.579 -1.612 3.176  0.102
24 H -1.648 -2.627 1.072  0.108


3 unconnected molecules or ions with the total composition C21H22NO3 at a distorted geometry, computed with ωB97M-V with the def2-TZVPD basis set.

Summary:
Spin multiplicity = 1
Kohn-Sham gap = 6.120 eV
E = -1093.465961 Eh
Molecular weight = 336.41 Da
Net charge = +1

Each line ends with the Löwdin charge.
Atoms and positions in Å:
1 O 0.173 2.755 -1.803  0.141
2 C 0.099 1.543 -1.783  -0.419
3 O 0.296 0.840 -2.903  0.126
4 C -0.221 0.903 -0.451  0.009
5 C -0.641 1.737 0.590  0.067
6 C -0.884 1.189 1.813  -0.009
7 N -0.761 -0.117 2.066  0.136
8 C -0.366 -0.933 1.084  0.021
9 C -0.082 -0.472 -0.186  -0.113
10 C 0.405 -1.491 -1.190  -0.046
11 C 1.800 -1.940 -0.577  -0.280
12 C 2.935 -0.800 -0.694  -0.003
13 O 2.791 -2.161 -1.485  -0.074
14 H 0.222 1.424 -3.672  0.157
15 H -0.769 2.809 0.463  0.150
16 H -1.190 1.827 2.644  0.141
17 H -0.920 -0.533 2.978  0.189
18 H -0.260 -1.995 1.303  0.160
19 H 0.686 -1.106 -2.166  0.094
20 H -0.168 -2.427 -1.194  0.145
21 H 1.795 -2.540 0.347  0.148
22 H 4.012 -0.861 -0.930  0.137
23 H 3.145 -0.983 0.420  0.084
24 C -1.807 2.276 5.635  -0.130
25 C -2.803 3.203 5.359  -0.106
26 C -2.798 4.436 5.997  -0.086
27 C -1.792 4.743 6.903  -0.079
28 C -0.794 3.816 7.176  -0.084
29 C -0.803 2.580 6.545  -0.098
30 H -1.814 1.309 5.140  0.078
31 H -3.585 2.966 4.647  0.099
32 H -3.577 5.157 5.788  0.106
33 H -1.785 5.705 7.398  0.108
34 H -0.010 4.057 7.881  0.107
35 H -0.028 1.855 6.762  0.100
36 C 1.439 -3.030 -4.628  -0.091
37 C 0.322 -2.280 -4.976  -0.103
38 C -0.310 -2.497 -6.194  -0.094
39 C 0.171 -3.469 -7.060  -0.088
40 C 1.285 -4.221 -6.711  -0.085
41 C 1.921 -3.998 -5.497  -0.086
42 H 1.934 -2.859 -3.679  0.078
43 H -0.058 -1.525 -4.298  0.074
44 H -1.176 -1.908 -6.468  0.101
45 H -0.324 -3.642 -8.007  0.105
46 H 1.658 -4.980 -7.386  0.105
47 H 2.793 -4.581 -5.229  0.104


2 unconnected molecules or ions with the total composition C3H6IN at a distorted geometry, computed with ωB97M-V with the def2-TZVPD basis set.

Summary:
Spin multiplicity = 1
Kohn-Sham gap (spin up / spin down) = 3.362 / 3.452 eV
E = -470.186062 Eh
Molecular weight = 182.99 Da

Each line ends with the Löwdin charge.
Atoms and positions in Å:
1 C 0.594 0.678 -0.137  -0.500
2 C 0.885 -0.557 0.600  -0.055
3 C -0.882 1.041 -0.086  0.017
4 N 1.448 1.270 -0.748  0.380
5 I -1.052 -2.931 -1.514  -0.311
6 H -0.092 -1.087 0.574  0.004
7 H 1.599 -1.217 0.052  0.104
8 H 1.075 -0.381 1.652  0.103
9 H -1.012 2.116 -0.132  0.093
10 H -1.186 0.479 0.731  0.057
11 H -1.378 0.589 -0.993  0.108